Entry 1:
This record from the OMol25 dataset describes a 7-piece molecular cluster, C14H42O14 overall in a non-equilibrium geometry. The level of theory is the ωB97M-V functional and the def2-TZVPD basis.

The geometry in XYZ format:
```
70
Properties=species:S:1:pos:R:3
O 0.7880 -1.0864 0.8758
C 0.4040 0.1426 0.3258
C 1.1770 0.2046 -1.0182
O 0.8710 1.4546 -1.7442
H 0.1200 -1.3604 1.6458
H -0.7350 0.2506 0.1618
H 0.7170 0.9586 0.9558
H 0.9840 -0.4784 -2.0132
H 2.2100 0.2116 -1.0932
H 1.2720 2.1216 -1.1312
O 4.7420 -4.5024 0.8638
C 4.5030 -3.4714 1.8428
C 3.6300 -2.4164 1.0428
O 3.2610 -1.4454 1.9878
H 3.9110 -4.8924 0.6448
H 4.0210 -3.8064 2.7298
H 5.5370 -3.0044 2.2168
H 2.7200 -2.7064 0.6588
H 4.2780 -1.8724 0.3378
H 2.4330 -1.0604 1.6088
O 2.7400 1.5116 -5.9012
C 1.7150 1.8026 -4.8282
C 0.5540 0.7476 -4.9512
O -0.3790 1.3666 -4.3402
H 2.6360 1.6146 -6.7292
H 2.0070 1.7946 -3.9052
H 1.5080 2.6416 -5.1242
H 1.0230 -0.1724 -4.5952
H 0.3820 0.7156 -5.9492
H 0.0120 1.3596 -3.3612
O -3.6290 3.7086 -0.7672
C -3.2320 2.4686 -0.2832
C -3.6590 2.5146 1.1308
O -3.3480 1.3356 1.6328
H -3.7090 3.5196 -1.7212
H -3.5630 1.7186 -0.8152
H -2.1530 2.3146 -0.3862
H -4.7940 2.7746 1.1868
H -3.2920 3.1976 1.5988
H -3.9220 0.8306 1.4968
O 1.9680 4.2866 2.6798
C 1.9940 3.6496 1.4608
C 2.7210 4.2516 0.3618
O 2.8210 3.5456 -0.8042
H 1.6500 5.2196 2.8728
H 2.2530 2.5046 1.5978
H 0.8180 3.7556 1.3698
H 3.8100 4.4066 0.5868
H 2.3310 5.1316 0.0588
H 3.2030 3.9736 -1.4332
O -0.3690 -1.8004 3.3538
C -1.2150 -2.9014 3.0888
C -0.2520 -4.1904 2.9678
O -0.9200 -5.4054 2.6528
H -0.9080 -1.4874 4.0068
H -1.7640 -3.3024 4.0038
H -1.8920 -2.9474 2.0888
H 0.4650 -4.3994 3.7348
H 0.5490 -3.8234 2.0648
H -0.2490 -6.2164 2.8028
O -5.0910 -0.5374 0.6958
C -4.4210 -1.7044 0.2588
C -3.5570 -1.2354 -1.1032
O -3.1800 -2.4364 -1.5962
H -5.9360 -0.3124 0.2228
H -3.6800 -2.0414 1.0818
H -4.9140 -2.5934 0.2298
H -2.7370 -0.6944 -0.9302
H -4.3040 -0.8074 -1.7852
H -2.9320 -2.8944 -0.8772
```

Its total energy is -1611.342951 Ha. The energy relative to the best compared isomer or geometry (same formula, charge and spin) is 1372.06 kJ/mol. For the HOMO energy, the calculation gives -8.7 eV. As for the structure (SMILES): OCCO.OCCO.OCCO.OCCO.OCCO.OCCO.OCCO.

natural (NBO) atomic charges, in units of e: atom 1 (O): -0.771, atom 2 (C): -0.081, atom 3 (C): -0.101, atom 4 (O): -0.787, atom 5 (H): 0.518, atom 6 (H): 0.180, atom 7 (H): 0.169, atom 8 (H): 0.191, atom 9 (H): 0.194, atom 10 (H): 0.497, atom 11 (O): -0.728, atom 12 (C): -0.070, atom 13 (C): -0.090, atom 14 (O): -0.762, atom 15 (H): 0.459, atom 16 (H): 0.163, atom 17 (H): 0.183, atom 18 (H): 0.169, atom 19 (H): 0.162, atom 20 (H): 0.488, atom 21 (O): -0.790, atom 22 (C): -0.032, atom 23 (C): -0.053, atom 24 (O): -0.714, atom 25 (H): 0.456, atom 26 (H): 0.165, atom 27 (H): 0.148, atom 28 (H): 0.137, atom 29 (H): 0.158, atom 30 (H): 0.499, atom 31 (O): -0.711, atom 32 (C): -0.074, atom 33 (C): -0.028, atom 34 (O): -0.675, atom 35 (H): 0.466, atom 36 (H): 0.150, atom 37 (H): 0.144, atom 38 (H): 0.127, atom 39 (H): 0.153, atom 40 (H): 0.446, atom 41 (O): -0.755, atom 42 (C): -0.070, atom 43 (C): -0.097, atom 44 (O): -0.718, atom 45 (H): 0.499, atom 46 (H): 0.190, atom 47 (H): 0.168, atom 48 (H): 0.161, atom 49 (H): 0.164, atom 50 (H): 0.469, atom 51 (O): -0.700, atom 52 (C): -0.128, atom 53 (C): -0.060, atom 54 (O): -0.733, atom 55 (H): 0.488, atom 56 (H): 0.195, atom 57 (H): 0.178, atom 58 (H): 0.177, atom 59 (H): 0.120, atom 60 (H): 0.485, atom 61 (O): -0.762, atom 62 (C): -0.087, atom 63 (C): -0.049, atom 64 (O): -0.695, atom 65 (H): 0.489, atom 66 (H): 0.153, atom 67 (H): 0.179, atom 68 (H): 0.162, atom 69 (H): 0.166, atom 70 (H): 0.449

Entry 2:
This record from the OMol25 dataset describes C9H16Cl20 as an isolated structure in a non-equilibrium geometry. The level of theory is the ωB97M-V functional and the def2-TZVPD basis.

The geometry in XYZ format:
```
45
Properties=species:S:1:pos:R:3
C 1.3593 2.1113 2.1226
Cl 2.1990 3.0316 0.8996
Cl 0.9240 3.1653 3.4759
Cl 2.1309 0.6036 2.6931
H 0.3759 1.7882 1.7810
C -1.9953 1.7650 -1.3908
Cl -0.4657 2.2462 -2.1368
Cl -3.3523 1.8447 -2.5503
Cl -2.2752 2.6914 0.0639
H -1.8877 0.7163 -1.1135
C -0.2988 -0.0329 -0.0638
Cl -1.7100 -0.0261 0.9937
Cl 0.6851 1.3828 0.2304
H 0.2685 -0.9531 0.0760
H -0.6641 0.1399 -1.0761
C 0.6658 -2.8242 0.3879
Cl 1.3794 -3.9018 -0.8332
Cl -1.0489 -2.7516 0.0990
H 0.8543 -3.2829 1.3586
H 1.1887 -1.8686 0.4254
C 1.5370 2.7812 -1.2444
Cl 0.8397 4.1590 -1.9505
Cl 1.7973 1.3919 -2.4233
H 2.4711 3.0702 -0.7628
H 0.8952 2.5380 -0.3977
C -2.1781 0.8979 2.8487
Cl -0.6824 0.2449 3.5146
Cl -1.8440 2.4856 2.1672
H -2.5460 0.1734 2.1221
H -2.8709 0.9562 3.6882
C -2.3049 -2.2181 1.7426
Cl -3.7709 -1.5992 2.5503
Cl -0.7977 -1.8252 2.5651
H -2.4199 -3.3014 1.7052
H -2.2319 -1.7927 0.7417
C 0.0309 -2.0441 -3.0271
Cl 1.1282 -2.0984 -4.4623
Cl 0.3932 -0.5189 -2.0421
H -0.9692 -1.9414 -3.4481
H 0.1606 -2.8694 -2.3269
C 3.0204 -0.7717 -1.5799
Cl 1.7340 -0.6723 -0.3066
Cl 4.2355 -2.0544 -1.1317
H 2.4903 -1.0128 -2.5013
H 3.5493 0.1765 -1.4835
```

Its total energy is -9554.725199 Ha. The energy relative to the best compared isomer or geometry (same formula, charge and spin) is 4236.02 kJ/mol. For the HOMO energy, the calculation gives -8.5 eV.

natural (NBO) atomic charges, in units of e: atom 1 (C): -0.409, atom 2 (Cl): 0.109, atom 3 (Cl): -0.006, atom 4 (Cl): 0.004, atom 5 (H): 0.292, atom 6 (C): -0.307, atom 7 (Cl): 0.029, atom 8 (Cl): -0.026, atom 9 (Cl): 0.041, atom 10 (H): 0.181, atom 11 (C): -0.558, atom 12 (Cl): -0.009, atom 13 (Cl): 0.085, atom 14 (H): 0.232, atom 15 (H): 0.249, atom 16 (C): -0.433, atom 17 (Cl): -0.027, atom 18 (Cl): 0.067, atom 19 (H): 0.243, atom 20 (H): 0.165, atom 21 (C): -0.389, atom 22 (Cl): 0.033, atom 23 (Cl): -0.022, atom 24 (H): 0.183, atom 25 (H): 0.122, atom 26 (C): -0.360, atom 27 (Cl): -0.001, atom 28 (Cl): 0.069, atom 29 (H): 0.161, atom 30 (H): 0.226, atom 31 (C): -0.464, atom 32 (Cl): -0.060, atom 33 (Cl): -0.004, atom 34 (H): 0.230, atom 35 (H): 0.220, atom 36 (C): -0.362, atom 37 (Cl): -0.052, atom 38 (Cl): -0.019, atom 39 (H): 0.229, atom 40 (H): 0.238, atom 41 (C): -0.387, atom 42 (Cl): 0.068, atom 43 (Cl): -0.056, atom 44 (H): 0.236, atom 45 (H): 0.241

Entry 3:
This record from the OMol25 dataset describes the molecule C3H5N3 in a non-equilibrium geometry. The level of theory is the ωB97M-V functional and the def2-TZVPD basis.

The geometry in XYZ format:
```
11
Properties=species:S:1:pos:R:3
C 0.8659 0.8706 -1.3115
N 0.2987 0.3736 0.0172
C -0.8681 -0.2080 -0.0549
N -1.3867 -0.8813 0.9519
C -0.4536 -0.9529 1.9240
N 0.6247 -0.2363 1.8161
H 1.0550 1.9503 -1.3637
H 1.7878 0.3539 -1.5909
H 0.1497 0.6596 -2.1333
H -1.4261 -0.2283 -0.9817
H -0.6473 -1.7011 2.7269
```

Its total energy is -281.465061 Ha. The energy relative to the best compared isomer or geometry (same formula, charge and spin) is 328.16 kJ/mol. For the HOMO energy, the calculation gives -9.5 eV.

natural (NBO) atomic charges, in units of e: atom 1 (C): -0.410, atom 2 (N): -0.323, atom 3 (C): 0.263, atom 4 (N): -0.565, atom 5 (C): 0.136, atom 6 (N): -0.165, atom 7 (H): 0.212, atom 8 (H): 0.214, atom 9 (H): 0.209, atom 10 (H): 0.190, atom 11 (H): 0.241

no.,E_LUMO (eV)
1,0.29
2,-0.07
3,-0.48